Entry 1:
Below is a structure of composition C39H35F9N3O7PS3SeTl in a non-equilibrium geometry, with properties calculated with ωB97M-V/def2-TZVPD.

Computed properties:
* LUMO: 2.07 eV
* Kohn-Sham gap: 7.6 eV
* total charge: -1
* HOMO level: -5.57 eV

Geometry as XYZ:
```
99
Properties=species:S:1:pos:R:3:forces:R:3
H 2.4722 5.5975 -4.5959 -0.020 0.027 -0.008
N 2.5153 0.3161 -0.2993 -0.245 0.144 0.485
H 3.4137 -0.0177 0.0472 0.015 -0.067 0.071
C 2.5147 -2.4340 -1.9380 0.236 0.015 0.126
C -1.1454 3.6598 1.0711 0.022 -0.338 -0.490
H 3.7960 -2.5670 -0.1890 0.074 -0.005 -0.052
C -0.8746 -1.2602 0.1616 -0.095 0.409 0.001
C 2.4169 0.1265 -1.7566 -0.122 -0.116 -0.294
C 0.2486 3.2811 -2.4247 0.116 -0.317 -0.153
H -3.4769 -0.1762 5.0574 -0.006 0.022 -0.015
C -2.0793 4.5301 -0.9690 0.136 -0.147 0.189
C 2.2302 4.6406 -2.6913 0.026 0.023 -0.017
Tl 0.8015 -0.3812 1.2244 0.203 -0.826 -0.168
C 0.6481 4.4716 -4.4845 0.032 0.033 -0.071
H 2.1530 -2.9651 1.3480 -0.119 -0.116 0.099
C -4.2690 -2.3705 0.3135 -0.009 -0.005 0.023
C -3.2217 -3.0994 -1.7289 0.021 0.079 -0.002
C 1.8425 4.9641 -3.9845 -0.002 0.030 -0.002
C -3.1527 -2.3907 -0.5275 -0.164 -0.159 -0.010
H 1.4269 -2.3288 -2.0057 -0.022 -0.083 -0.117
F 5.1943 -0.1194 4.3696 0.001 0.013 -0.157
H -3.5695 2.3189 -0.7823 -0.041 0.006 -0.011
H 1.7412 3.5571 -0.9070 0.024 -0.006 0.058
C -1.4970 -0.6232 4.3846 0.020 -0.047 0.029
C -1.6827 4.7365 1.7634 0.188 -0.134 0.221
H -3.0034 0.0435 -5.1219 0.035 -0.006 0.014
H -2.2359 4.4594 -2.0380 0.002 0.006 0.005
C -5.4588 -3.7825 -1.2175 0.035 0.040 -0.052
C -2.0213 1.0344 -3.4951 0.058 0.016 0.022
H -2.3596 -3.1106 -2.3793 0.048 0.011 -0.038
C -4.3676 -3.7878 -2.0765 -0.128 -0.053 0.060
H -1.4847 -3.3398 7.1278 0.046 -0.015 0.007
H -1.5037 0.1319 3.6159 -0.020 0.066 0.042
H -4.2162 -1.8211 1.2429 0.016 0.009 0.025
C -4.3986 0.7150 -3.6409 -0.018 0.012 -0.012
C -1.9421 -1.7487 -0.1376 0.335 0.064 -0.133
O -0.0637 2.9777 3.3381 0.029 -0.020 0.022
C 5.1773 -1.4350 4.1928 0.157 0.022 0.190
C -6.6689 -4.6028 -1.5267 -0.275 -0.253 -0.026
C -2.5906 5.6069 -0.2723 -0.159 0.134 -0.195
P -0.6671 2.1307 -1.2964 -0.163 0.472 -0.288
C -2.6062 -0.8046 5.1982 -0.012 -0.024 0.015
F -6.7270 -5.0021 -2.8123 0.098 0.090 0.006
O 1.0446 2.2029 1.2838 -0.225 -0.098 0.151
O 7.0627 0.1587 1.8556 0.071 0.095 0.204
H 3.2437 -0.9956 -3.3570 0.007 0.064 0.021
C -2.6001 -1.7649 6.1983 -0.053 -0.018 0.021
H -3.1448 6.3724 -0.8006 -0.006 0.016 -0.017
H -6.2629 -3.0843 0.6425 -0.015 0.053 0.007
F 6.4180 -1.9018 4.3664 -0.048 -0.033 -0.122
F 8.5377 -0.6208 -0.6287 -0.149 0.140 0.163
H 1.3566 0.0267 -2.0109 0.039 0.083 -0.070
H -3.4565 -1.8794 6.8508 -0.028 -0.038 -0.020
H 4.1900 -1.0648 -1.8709 0.109 -0.034 -0.104
F 8.5381 -2.3381 0.6789 -0.080 0.099 0.132
C 3.1752 -1.0932 -2.2706 -0.329 0.042 0.182
F -6.7149 -5.7340 -0.7825 0.048 0.071 0.008
S -0.2200 2.4239 2.0226 -0.422 0.717 -0.265
H -1.0762 3.2583 -4.1155 0.012 0.013 -0.031
C 1.4398 3.8072 -1.9183 -0.007 -0.128 -0.034
H 3.1575 5.0335 -2.2947 0.000 -0.016 0.054
H 2.4862 1.3038 -0.0626 -0.041 0.031 -0.064
N 1.8162 -2.6838 0.4307 0.237 -0.078 0.178
C -3.1285 0.5549 -4.1751 -0.031 -0.065 -0.086
C -4.5490 1.3571 -2.4227 -0.067 -0.037 0.010
C -1.4860 -2.5750 6.3612 -0.040 -0.013 0.078
C -2.1618 1.7152 -2.2846 0.076 -0.348 0.174
O 5.5915 -0.1360 -0.0920 -0.308 0.132 -0.124
Se 1.3148 -1.1454 3.6404 -0.374 0.187 0.111
H 0.4985 -3.0333 5.6666 -0.019 -0.039 0.060
N 5.8180 -2.0454 1.5848 -0.309 0.297 0.127
F 4.4115 -1.9690 5.1461 -0.122 -0.057 -0.182
H -5.2647 0.3297 -4.1632 -0.002 0.000 -0.021
H -2.8106 6.5505 1.6353 -0.008 0.003 0.043
S 6.4078 -0.7194 0.9380 0.811 -0.404 -0.542
H -5.5365 1.4725 -1.9942 0.012 -0.007 0.044
C -5.4115 -3.0691 -0.0249 -0.012 -0.080 -0.069
S 4.5334 -1.8848 2.4851 0.222 0.097 0.346
O 3.7173 -0.7527 2.1068 0.199 -0.125 -0.004
H 2.8256 -3.1641 -2.6883 -0.041 -0.007 -0.009
F 7.2235 -2.2813 -1.0350 -0.071 0.005 0.092
C -0.3766 -2.4057 5.5491 0.146 0.065 -0.155
H -1.0330 0.8783 -3.9122 0.022 -0.019 -0.005
C -3.4408 1.8436 -1.7458 0.025 0.008 0.013
H -1.5168 4.7880 2.8310 0.024 0.055 -0.006
O -1.0528 1.2126 1.9419 0.162 0.285 -0.186
H 0.3347 4.7374 -5.4867 -0.023 -0.018 -0.003
C 7.7588 -1.5434 -0.0532 -0.050 -0.188 -0.089
C -2.4029 5.7073 1.0938 -0.015 0.087 0.137
C -0.1453 3.6335 -3.7118 0.058 0.016 0.048
C -1.3614 3.5269 -0.3135 0.071 0.129 0.759
H 0.9811 -3.2252 0.2291 -0.041 0.078 0.047
O 3.8992 -3.1533 2.6802 0.144 -0.153 -0.138
H 2.8030 1.0084 -2.2757 -0.052 0.072 0.125
C -0.3683 -1.4130 4.5704 0.150 0.072 -0.288
H -4.4136 -4.3420 -3.0036 0.010 0.001 -0.008
H 3.0077 -4.0737 -0.6261 0.073 0.056 0.039
F -7.8250 -3.9525 -1.2753 0.100 0.084 0.033
C 2.8594 -2.9894 -0.5514 -0.194 -0.159 -0.163
```
Forces are in eV/Å.

Entry 2:
Below is a cluster of 2 separate species, C4H6N3S in total in a non-equilibrium geometry, with properties calculated with ωB97M-V/def2-TZVPD.

Computed properties:
* LUMO (spin up / spin down): -4.88 / -5.01 eV
* Kohn-Sham gap (spin up / spin down): 9.0 / 7.5 eV
* total charge: +1
* HOMO level (spin up / spin down): -13.88 / -12.53 eV

Geometry as XYZ:
```
14
Properties=species:S:1:pos:R:3:forces:R:3
H 2.3200 -0.6078 1.0435 -0.844 1.216 -0.073
H -2.6590 -1.3108 -0.8137 0.571 -0.819 -0.887
C -0.1303 -1.5594 0.2403 -0.186 -1.641 -0.308
H 2.1795 2.3623 1.0519 -0.721 -1.116 -0.771
C -0.4717 0.7883 -0.0484 -1.077 -2.374 -0.729
C 1.5060 1.5531 0.6671 0.540 -1.278 1.249
H -1.5027 0.5906 -0.4865 1.718 0.753 0.536
C 1.5504 0.1624 0.7873 0.447 1.425 -0.687
N 0.2292 1.8460 0.1878 0.300 3.717 -0.672
N 0.3249 -0.2672 0.2788 -0.650 0.616 0.162
S 0.5061 -2.8683 0.8325 -0.505 0.539 -0.394
H -1.9369 -2.1651 -2.1330 -0.107 0.076 0.894
N -1.8632 -1.3568 -1.4930 0.135 0.867 0.865
H -0.0521 2.8326 -0.1145 0.378 -1.981 0.814
```
Forces are in eV/Å.

Entry 3:
Below is a structure of composition C28H20F15GeIN2PdSSe3 in a non-equilibrium geometry, with properties calculated with ωB97M-V/def2-TZVPD.

Computed properties:
* <S²>: 6.02
* 2S+1: 5
* LUMO (spin up / spin down): -5.72 / -10.00 eV
* Kohn-Sham gap (spin up / spin down): 7.5 / 3.8 eV
* total charge: +2
* HOMO level (spin up / spin down): -13.17 / -13.77 eV

Geometry as XYZ:
```
72
Properties=species:S:1:pos:R:3:forces:R:3
C 2.8246 -3.0566 3.1886 -0.236 0.835 1.124
H 1.7280 2.2675 -4.6372 0.135 0.234 0.429
F 2.1311 4.2259 5.5264 0.356 -1.165 -1.839
C 0.5695 -2.4992 1.6851 -1.889 -1.022 0.087
Se -1.1548 -0.8774 -3.0968 0.098 0.557 -1.058
C -0.5868 4.6001 -3.7473 -0.918 1.155 0.644
F -5.3765 0.3220 2.9042 0.833 0.451 -0.532
C -2.0259 1.8546 2.3456 -0.568 -0.779 -0.814
H 2.4468 -2.7690 -1.1462 -0.223 -0.060 0.451
C -1.1775 0.7843 2.6831 -0.425 -0.839 0.363
C 3.6484 0.3957 -2.1622 -0.120 1.651 0.121
C -1.8383 -0.3282 3.2811 0.684 0.457 -0.056
H 3.5954 -0.4535 -1.4849 0.288 0.013 -0.095
F 2.7902 -5.2980 2.4426 -0.813 1.388 0.053
F 0.2638 -4.8388 1.2713 1.200 1.493 0.832
H -1.4266 -3.5758 -4.3243 -0.732 -0.088 -0.008
C 2.4201 3.5454 4.3724 0.327 0.195 0.549
F 3.7988 -3.3520 4.0875 -0.983 0.690 -1.354
H 4.4045 0.3256 -2.9528 0.174 0.013 0.731
Ge 0.6810 0.4510 1.9589 -0.661 1.100 1.188
C 3.6180 3.8253 3.6696 0.194 2.065 1.361
H -2.6639 0.3386 -1.2573 -0.263 0.374 -0.213
H 2.8276 3.4001 -2.7391 -0.238 -0.235 0.588
C -3.2265 -0.5282 3.2395 1.037 -0.957 1.059
H 1.5209 2.9654 -1.5912 -0.371 0.299 0.539
Se 1.1768 5.0232 -3.1588 -0.318 -0.544 0.463
F -1.5778 3.0185 1.8309 0.398 -0.677 0.154
C 0.9905 -3.8157 1.8512 0.342 -0.824 -1.232
C -3.4158 1.7171 2.3199 -1.059 -1.007 0.200
C -4.2604 -3.3681 -2.5445 0.529 -1.781 -0.161
F 3.5866 1.2436 1.1135 -0.118 0.757 0.312
H -4.4851 0.3584 -0.7800 1.560 -1.100 -0.762
C 3.9337 3.1765 2.5002 0.106 -0.986 -0.953
C 3.1425 2.0514 2.1159 0.509 0.554 0.048
F 4.4361 4.8307 4.1545 -1.392 -1.710 -1.006
F -3.6685 -1.7056 3.7711 -0.085 1.560 -0.664
C 2.1985 -1.7901 3.1221 1.540 1.545 1.041
C 1.3675 2.1124 -3.6108 -1.501 0.138 0.071
H -2.8131 -4.6748 -4.3907 -0.105 -0.291 0.043
F -4.1245 2.7233 1.7334 0.278 -1.105 0.888
H -1.1836 4.1175 -2.9373 0.613 0.097 -0.709
Pd 0.6532 -0.9963 -1.4492 -1.199 1.562 0.042
F 0.5773 2.0532 4.6454 1.052 1.012 -0.940
H 0.7917 -3.5184 -0.9208 -0.196 0.263 0.872
H -2.7776 -3.2440 -5.4275 -0.440 0.353 0.992
C -4.0517 0.4857 2.7863 0.447 1.523 -0.221
C 1.4056 -2.8246 -1.4716 1.589 -2.063 -0.151
I 1.5706 -3.9553 -3.2357 -0.002 0.287 -0.638
C 1.7423 3.2346 -2.6102 1.554 -0.437 -1.942
H -5.2675 -2.5631 -0.7704 0.546 0.342 -0.508
C 1.6312 2.5133 3.8731 -0.810 -1.003 1.338
H 0.2444 1.9831 -3.7117 1.237 0.019 0.338
H -3.2266 -0.5183 0.1136 0.115 -0.299 0.573
N -3.1040 -2.9873 -3.2257 -0.567 0.356 -0.006
F 2.7239 -0.8380 3.9879 -0.592 -1.174 -1.307
C 2.2455 -4.0581 2.4486 -0.627 -1.865 -0.227
C 1.1471 -1.3927 2.2656 1.552 -1.436 0.987
Se 1.9901 0.2799 -3.1731 -0.016 -0.069 -0.571
C -4.4930 -2.4985 -1.5465 -0.453 1.003 -0.173
N -3.5983 -1.4445 -1.7118 1.202 -1.668 -0.664
S 0.7629 1.0170 -0.1839 -0.434 -0.476 0.162
H -0.4732 4.0457 -4.6550 -0.094 -0.776 -0.419
F -0.6785 -2.3840 1.1166 0.822 0.343 -0.280
F -1.1066 -1.2414 3.9953 -0.718 0.732 -1.232
C -2.6433 -1.8666 -2.6676 -2.392 1.437 1.542
H -4.6721 -4.3791 -2.6714 0.064 0.827 -0.223
H 3.6842 1.3559 -1.5506 0.085 -1.361 -0.842
H -1.0633 5.5483 -4.0354 0.135 -0.221 0.242
F 4.9711 3.5985 1.7325 -0.765 -0.654 0.788
C 1.9559 1.7266 2.7523 0.334 0.723 0.174
C -2.5344 -3.6336 -4.4180 1.407 -0.273 -0.051
C -3.5022 -0.2413 -0.8882 -1.022 0.543 0.463
```
Forces are in eV/Å.

Entry 4:
Below is a cluster of 2 separate species, C4H8O2 in total in a non-equilibrium geometry, with properties calculated with ωB97M-V/def2-TZVPD.

Computed properties:
* SMILES string: C=CC(=C)O.O
* LUMO: 0.54 eV
* Kohn-Sham gap: 9.4 eV
* HOMO level: -8.83 eV

Geometry as XYZ:
```
14
Properties=species:S:1:pos:R:3:forces:R:3
H -1.8712 2.0987 3.5143 -0.017 -0.073 -0.043
H 0.2242 1.4668 -0.6954 0.269 0.454 -0.832
C 1.3326 -0.6781 -0.1939 -0.607 0.549 0.464
O -0.7702 -1.5975 -0.9631 -0.661 -0.578 -1.762
H 1.6259 -0.1139 0.6709 0.005 0.425 0.278
H 2.0244 -2.0264 -1.6660 -0.379 0.164 -0.149
C -0.3787 0.7254 -1.2072 0.831 0.253 0.560
H 3.2782 -1.4505 -0.5402 0.024 0.123 0.557
H -1.0132 -2.1203 -0.1994 0.543 0.240 0.437
C 2.2333 -1.4046 -0.8045 0.832 -1.089 -0.765
H -1.0231 1.0286 -2.0151 -0.711 -0.264 0.436
H -1.7497 2.4661 2.0236 -0.005 0.085 0.417
O -1.7194 2.8373 2.9193 0.027 -0.027 -0.396
C -0.0306 -0.4815 -0.7711 -0.151 -0.263 0.799
```
Forces are in eV/Å.

Across the entries above, E takes the values -196107.654; -19539.897; -348049.977; -8370.448 eV, respectively.
Across the entries above, relative energy (zero: lowest compared OMol25 entry of this formula, charge and spin) takes the values 55.5; 465.4; 254.3; 273.4 kJ/mol, respectively.